{
  "formula": "C27H24Br2N3NiO3S2",
  "method": "the ωB97M-V functional and the def2-TZVPD basis",
  "e_above_lowest_kj_mol": 57.20,
  "max_force_ha_per_bohr": 0.04893,
  "multiplicity": 1,
  "homo_lumo_gap_ev": [6.74, 6.75],
  "total_charge": -1,
  "species": ["Ni", "C", "C", "N", "N", "C", "S", "S", "C", "C", "C", "C", "C", "C", "C", "C", "C", "C", "C", "C", "C", "O", "H", "H", "H", "H", "H", "H", "H", "H", "H", "H", "H", "H", "H", "H", "C", "C", "C", "C", "C", "C", "Br", "C", "C", "Br", "C", "O", "C", "N", "H", "H", "H", "H", "H", "H", "C", "O", "H", "H", "H", "H"],
  "positions_angstrom": [[-1.004883, 0.532460, -0.639124], [1.408177, -0.249634, 2.987130], [0.315444, 0.195157, 2.046354], [0.418882, -0.002407, 0.780792], [1.547053, -0.597979, 0.291164], [1.893065, -0.185839, -0.877254], [1.149972, 1.070798, -1.781740], [3.333653, -1.000650, -1.553373], [4.457746, 0.455669, -1.556422], [4.967665, 0.727337, -0.176300], [6.118587, 0.098932, 0.292658], [6.549192, 0.293687, 1.595013], [5.829586, 1.118931, 2.448708], [4.687477, 1.756502, 1.987315], [4.259840, 1.564116, 0.682044], [-0.833646, 0.905221, 2.601772], [-1.208009, 0.688172, 3.929720], [-2.262269, 1.360934, 4.512192], [-2.976541, 2.288182, 3.755106], [-2.635283, 2.527286, 2.444125], [-1.561162, 1.853067, 1.814222], [-1.242332, 2.143007, 0.587416], [2.301331, -0.505164, 2.425406], [1.632238, 0.536809, 3.707009], [1.082061, -1.135734, 3.537143], [5.260023, 0.196007, -2.245498], [3.876275, 1.284396, -1.957584], [6.675370, -0.553626, -0.370740], [7.445644, -0.202128, 1.947258], [6.161563, 1.264391, 3.469325], [4.125057, 2.403878, 2.648745], [3.365595, 2.060102, 0.320586], [-0.678903, -0.056891, 4.511928], [-2.540304, 1.157064, 5.538739], [-3.816204, 2.814192, 4.195831], [-3.192703, 3.240077, 1.847321], [-0.749591, -0.179323, -4.180762], [-1.548056, -1.185987, -3.409136], [-2.137688, -2.260119, -4.109677], [-2.836784, -3.223444, -3.446411], [-2.996533, -3.124172, -2.049562], [-3.676587, -4.059278, -1.244979], [-4.485659, -5.599242, -2.036745], [-3.780262, -3.892045, 0.112098], [-3.251958, -2.753559, 0.705147], [-3.367390, -2.528868, 2.589049], [-2.622444, -1.721658, -0.014804], [-2.241410, -0.637934, 0.518001], [-2.428085, -1.982797, -1.426671], [-1.691012, -1.061072, -2.103156], [-1.121661, -0.096062, -5.203405], [0.297021, -0.484830, -4.219183], [-0.787839, 0.788704, -3.694869], [-2.022333, -2.307583, -5.184753], [-3.283370, -4.052864, -3.977502], [-4.278930, -4.632504, 0.721304], [-2.688937, 2.570484, -2.707838], [-2.654786, 1.755708, -1.550604], [-1.716799, 3.027953, -2.917238], [-3.438864, 3.360084, -2.604950], [-2.969300, 1.936527, -3.548494], [-2.429994, 2.297578, -0.761872]],
  "forces_ev_per_angstrom": [[1.0, -2.3, 0.2], [0.0, -0.1, -0.1], [0.5, -0.2, 0.1], [-0.7, 0.6, -0.3], [0.8, -0.6, -0.1], [0.1, -0.2, 0.6], [-1.3, 0.3, 0.3], [0.1, 0.1, -0.1], [-0.3, -0.3, 0.0], [0.1, 0.1, 0.0], [0.0, 0.0, 0.0], [0.0, 0.0, 0.0], [0.0, 0.0, 0.0], [0.0, 0.0, 0.0], [0.0, 0.0, -0.1], [-0.3, 0.2, -0.2], [0.0, 0.0, -0.1], [-0.1, -0.1, 0.2], [0.0, 0.0, -0.1], [0.0, 0.0, 0.1], [0.2, 0.2, -0.1], [-0.5, 0.6, 0.6], [0.0, 0.0, 0.1], [0.0, 0.0, 0.0], [0.0, 0.0, 0.0], [0.0, 0.1, 0.0], [0.1, 0.1, 0.0], [0.0, 0.0, 0.0], [0.0, 0.0, 0.0], [0.0, 0.0, 0.0], [0.0, 0.0, 0.0], [0.0, 0.0, 0.0], [0.0, 0.0, 0.0], [0.0, 0.0, 0.0], [0.0, 0.0, 0.0], [0.0, 0.0, 0.0], [0.0, 0.0, 0.0], [0.0, 0.0, 0.2], [-0.1, -0.2, 0.0], [0.0, 0.1, -0.1], [0.1, 0.2, 0.1], [-0.2, -0.2, 0.1], [0.1, 0.1, 0.0], [0.0, -0.1, -0.3], [0.2, 0.5, 0.3], [-0.1, 0.0, -0.1], [-0.2, -0.7, -0.3], [0.8, 1.4, -0.7], [-0.1, -0.2, 0.1], [-0.1, 0.3, -0.3], [0.0, 0.0, 0.0], [0.0, 0.1, 0.0], [0.0, 0.0, 0.0], [0.0, 0.0, 0.0], [0.0, 0.0, 0.0], [0.0, 0.0, 0.0], [0.0, -0.1, 0.2], [-0.4, 0.4, -0.3], [0.0, 0.0, 0.0], [0.0, 0.0, -0.1], [0.0, 0.0, 0.0], [0.1, -0.1, 0.1]]
}